# 1
Entry from the OMol25 dataset: one molecule with the formula C4H9FS at a distorted geometry (wB97M-V/def2-TZVPD).

Geometry as XYZ:
```
15
Properties=species:S:1:pos:R:3:forces:R:3:lowdin_charge:R:1
F -2.222375 -1.152132 0.118433 -1.132 -0.462 -0.361 -0.09
C -2.565443 0.169706 -0.183542 0.397 0.003 0.958 -0.19
C -1.328817 0.973144 0.099431 0.584 -0.585 1.975 -0.20
C -0.165192 0.015614 -0.031107 1.445 -3.560 -0.469 -0.34
C 1.167021 0.763602 0.039341 -1.164 -2.187 -0.778 -0.59
S 2.563262 -0.338276 -0.092546 0.664 -0.515 -0.940 0.73
H -2.774691 0.287618 -1.210788 -0.680 -0.435 -1.279 0.10
H -3.421374 0.364804 0.450555 -0.190 0.448 -0.112 0.12
H -1.333763 1.317162 1.167882 0.037 -0.193 -0.753 0.13
H -1.111261 1.844270 -0.475740 -0.529 0.653 -0.824 0.11
H -0.241358 -0.799238 0.763390 0.415 1.484 -0.531 0.12
H -0.103050 -0.765465 -0.939857 -0.615 2.283 1.293 0.15
H 1.060848 1.319185 0.934423 0.889 1.404 0.424 0.07
H 1.290891 1.172294 -0.946237 -0.224 1.722 0.088 0.05
H 2.977546 -0.491420 1.126477 0.103 -0.061 1.308 -0.18
```
Forces are in eV/Å.

Charge = 0
ΔE to the lowest compared entry with this formula, charge and spin = 159.1 kJ/mol
SMILES = FCCCCS
Molar mass = 108.18 u
Kohn-Sham gap = 9.9 eV
Multiplicity = 1
E_tot = -17845.3130 eV



# 2
Entry from the OMol25 dataset: one molecule with the formula C4H9FSi at a distorted geometry (wB97M-V/def2-TZVPD).

Geometry as XYZ:
```
15
Properties=species:S:1:pos:R:3:forces:R:3:lowdin_charge:R:1
C 2.359673 0.236492 -0.083132 2.851 0.098 -0.243 -0.12
C 1.356019 0.582231 0.716328 -2.459 0.458 0.759 -0.25
Si -0.499278 0.418001 0.088927 -0.593 2.120 -0.884 0.65
C -1.628164 -0.440688 1.404016 -2.856 4.517 -1.892 -0.18
C -0.500879 -0.466766 -1.591907 1.491 4.197 -0.497 -0.18
F -1.209777 2.058456 -0.281030 1.488 -3.274 0.990 -0.30
H 3.466422 0.379426 0.297602 -2.210 -0.430 -0.774 0.08
H 2.329010 -0.157699 -1.172351 -0.466 0.769 2.072 0.08
H 1.416696 0.976779 1.811067 0.591 -0.745 -2.145 0.08
H -1.863486 0.379723 2.228433 0.250 -1.927 -1.645 0.08
H -2.587690 -0.854915 0.889796 1.546 1.000 1.055 0.06
H -1.115275 -1.213904 1.782181 1.875 -2.864 1.704 -0.05
H -1.402884 -0.658111 -2.007553 -3.521 -0.810 -0.492 -0.02
H -0.120197 0.108009 -2.514632 0.261 -0.315 1.758 0.08
H -0.000185 -1.347030 -1.567751 1.751 -2.795 0.236 -0.02
```
Forces are in eV/Å.

Charge = 0
ΔE to the lowest compared entry with this formula, charge and spin = 33.4 kJ/mol
SMILES = C=C[Si](C)(C)F
Molar mass = 104.20 u
Kohn-Sham gap = 11.4 eV
Multiplicity = 1
E_tot = -14889.1079 eV



# 3
Entry from the OMol25 dataset: a 3-piece molecular cluster, C4H9INO overall at a distorted geometry (wB97M-V/def2-TZVPD).

Geometry as XYZ:
```
16
Properties=species:S:1:pos:R:3:forces:R:3:lowdin_charge:R:1
C 1.678820 0.688253 -2.894931 0.353 0.276 -0.064 0.01
C -1.323077 -0.524701 -0.751273 0.174 0.857 -2.903 -0.01
C -1.002005 -0.753346 1.629642 -5.289 -0.795 0.708 -0.03
C 0.897628 -0.607463 0.060310 -1.369 -0.673 0.728 0.07
N -0.362603 -0.590378 0.354871 0.975 -0.312 -0.107 -0.21
O 2.574009 1.359799 -2.998558 -0.298 -0.200 -0.060 0.06
I 1.632025 2.650422 0.402254 -0.604 -1.441 -3.520 0.65
H -2.151454 0.233137 -0.582604 1.500 -0.572 -0.123 0.13
H -0.664046 -0.343356 -1.707858 -1.721 0.202 1.759 0.11
H -1.852321 -1.452215 -1.002663 0.382 -0.209 0.826 0.11
H -0.598467 -0.714909 2.601057 2.086 0.040 0.499 0.08
H -1.912891 -0.043616 1.793033 1.742 -0.599 -1.008 0.14
H -1.631204 -1.738842 1.608506 1.498 1.358 -0.253 0.15
H 1.724163 -0.697728 0.744805 -0.311 0.104 0.634 0.11
H 1.115768 -0.718983 -0.976189 0.254 0.450 -0.602 0.05
H 1.875655 3.253926 1.719598 0.629 1.515 3.486 -0.43
```
Forces are in eV/Å.

Charge = +1
ΔE to the lowest compared entry with this formula, charge and spin = 173.1 kJ/mol
Molar mass = 214.03 u
Kohn-Sham gap = 8.7 eV
Multiplicity = 1
E_tot = -15923.1496 eV



# 4
Entry from the OMol25 dataset: C4H9LiO4Rh as an isolated structure at a distorted geometry (wB97M-V/def2-TZVPD).

Geometry as XYZ:
```
19
Properties=species:S:1:pos:R:3:forces:R:3:mulliken_spin:R:1
O 1.046029 -2.073451 -1.093566 -1.647 2.608 -4.444 0.38
Li 0.569608 -3.458808 0.066789 -0.651 -0.303 -0.497 0.00
O -0.654616 -2.208455 0.813139 0.073 0.265 1.264 0.22
C -1.823159 -1.518987 0.607376 -2.319 -0.689 -1.594 0.01
O -1.713312 -0.154305 0.205340 1.822 0.396 0.383 0.05
C -0.793595 0.097245 -0.889524 -2.620 -0.307 2.809 0.73
C -0.062576 1.363589 -0.540314 -0.210 0.887 -1.682 0.03
O 0.960616 1.043662 0.432870 -0.528 0.406 -0.461 0.06
C 1.772681 2.107955 0.878792 0.485 0.873 0.301 0.01
Rh 0.880377 -0.967430 0.548454 1.218 -1.173 0.525 2.49
H -2.513639 -1.544807 1.470126 0.556 0.231 -0.209 0.00
H -2.351988 -1.978965 -0.257458 0.089 -0.278 0.414 0.01
H 0.333710 -1.321705 -2.038818 2.955 -3.341 4.056 -0.02
H -1.311426 -0.436471 -1.698681 1.046 1.117 -0.873 -0.01
H -0.706565 2.132978 -0.079576 -0.044 -0.458 -0.205 0.02
H 0.429322 1.805677 -1.420982 -0.086 -0.111 0.215 0.00
H 2.411820 1.711706 1.675878 -0.213 0.224 -0.178 0.00
H 2.402450 2.489187 0.060705 -0.226 -0.141 0.191 0.00
H 1.124262 2.911384 1.259450 0.299 -0.205 -0.016 0.00
```
Forces are in eV/Å.

Charge = +1
ΔE to the lowest compared entry with this formula, charge and spin = 133.7 kJ/mol
Expectation value of S² = 6.02
Molar mass = 230.96 u
Kohn-Sham gap (spin up / spin down) = 8.1 / 7.9 eV
Multiplicity = 5
E_tot = -15683.4136 eV



Question: charge of number 1 (C4H9FS)?
Answer: 0



Question: Which value of multiplicity does entry 1 give?
Answer: 1



Question: Which formula does entry 2 have?
Answer: C4H9FSi



Question: The highest E_tot belongs to which entry?
Answer: C4H9FSi